Record 1
Here is 2 unconnected molecules or ions with the total composition C5H8O from the OMol25 dataset. Energies are from ωB97M-V with the def2-TZVPD basis set.

Structure (XYZ):
```
14
Properties=species:S:1:pos:R:3:forces:R:3
C -1.61028 -0.26420 0.56006 0.1 0.1 0.0
C -0.38549 0.11844 0.22654 -0.3 -0.1 0.0
C 0.23744 1.47929 -0.07062 -0.1 0.1 0.0
C 0.98119 0.72907 -1.19292 0.1 0.3 -0.3
O 1.91772 -0.08676 -0.51853 0.1 0.0 0.2
C 0.58705 -0.58824 -0.65998 -0.3 -0.3 -0.2
H -1.92207 -1.29171 0.38413 0.0 0.1 0.2
H -2.34809 0.41907 0.96560 0.1 0.0 0.0
H -0.47891 2.25884 -0.33307 0.1 -0.1 -0.1
H 0.95519 1.84635 0.66898 -0.2 0.0 -0.1
H 1.11295 1.00171 -2.23238 0.3 0.1 0.1
H 0.48566 -1.56391 -1.12350 0.0 0.2 -0.1
H -0.10236 -1.87452 1.69198 0.2 -0.2 0.1
H 0.57000 -2.18343 1.63370 0.0 -0.2 0.1
```
Forces are in eV/Å.

Results
Molecular weight   84.12 g mol⁻¹
ΔE to the lowest compared entry with this formula, charge and spin   399.3 kJ/mol
Energy   -270.40583 hartree
Structure (SMILES)   C=C1C[C@H]2O[C@@H]12.[H][H]

Record 2
Here is 2 unconnected molecules or ions with the total composition C5H8O from the OMol25 dataset. Energies are from ωB97M-V with the def2-TZVPD basis set.

Structure (XYZ):
```
14
Properties=species:S:1:pos:R:3:forces:R:3
C -0.64289 0.84751 -0.53404 -0.3 0.0 0.3
C -0.94808 -0.37979 -0.07858 -0.5 -0.1 -0.6
C 0.31197 -1.02253 -0.63936 -0.1 -0.1 -0.2
C 0.60711 0.39613 -1.19910 -0.2 0.1 -0.8
H -1.11354 1.82124 -0.62439 -0.2 -0.2 0.4
H -1.85202 -0.81212 0.33223 0.0 0.0 0.1
H 0.08907 -1.73184 -1.43705 0.1 -0.2 0.0
H 1.04650 -1.45697 0.05074 -0.3 0.3 -0.2
H 0.16177 0.43274 -2.19418 1.0 -0.2 -0.9
H 1.58049 0.89639 -1.16527 -0.4 -0.2 0.3
C 0.17839 0.25255 1.83719 0.6 0.3 0.7
O 1.29943 0.49778 1.44451 -0.1 0.0 0.8
H -0.58917 1.02083 2.04058 0.3 0.1 0.1
H -0.12903 -0.76193 2.16672 0.1 0.1 -0.1
```
Forces are in eV/Å.

Results
Molecular weight   84.12 g mol⁻¹
ΔE to the lowest compared entry with this formula, charge and spin   343.6 kJ/mol
Energy   -270.42701 hartree
Structure (SMILES)   C1=CCC1.C=O

Record 3
Here is C5H8O in the gas phase from the OMol25 dataset. Energies are from ωB97M-V with the def2-TZVPD basis set.

Structure (XYZ):
```
14
Properties=species:S:1:pos:R:3:forces:R:3
O 1.84676 0.41622 -0.25415 0.2 0.4 0.5
C 2.28630 1.29251 0.60067 -0.1 0.1 -0.5
C 0.92785 -0.54827 0.31473 -0.2 -0.2 0.1
C -0.31110 -0.58298 -0.52250 0.1 -0.1 -0.1
C -1.63312 -0.69009 0.18442 -0.1 -0.1 0.1
C -1.22624 0.60624 -0.44998 0.0 0.2 0.0
H 2.87664 1.98470 -0.04176 0.1 -0.1 0.0
H 1.45168 -1.50682 0.35811 -0.1 0.1 -0.1
H 0.71615 -0.19988 1.32958 0.0 -0.1 -0.1
H -0.21009 -1.07205 -1.48775 -0.1 0.1 0.1
H -2.41505 -1.27873 -0.28355 0.1 0.1 0.1
H -1.61354 -0.74988 1.26977 0.0 0.0 -0.2
H -1.72528 0.91623 -1.36310 0.1 -0.1 0.2
H -0.92875 1.42578 0.20076 -0.1 -0.2 -0.1
```
Forces are in eV/Å.

Results
Molecular weight   84.12 g mol⁻¹
ΔE to the lowest compared entry with this formula, charge and spin   387.9 kJ/mol
Energy   -270.41017 hartree

| no. | strongest force on any atom (eV Å⁻¹) |
| --- | --- |
| 1 | 0.473 |
| 2 | 1.316 |
| 3 | 0.680 |